Computed, not measured: a 13-piece molecular cluster, C50H70Br2N6O12 overall in a non-equilibrium geometry, with ωB97M-V/def2-TZVPD.

E_LUMO (hartree): 0.013
Orbital gap (eV): 8.18
Energy (Ha): -8326.67640
2S+1: 1

Last column: Löwdin charge in e.
Geometry (Å):
N1 15.61 15.45 16.55  0.032
C1 16.93 15.23 16.81  -0.167
C2 17.67 16.17 16.18  -0.104
C3 16.74 16.98 15.45  -0.108
C4 15.45 16.53 15.74  -0.155
H1 14.90 15.02 17.11  0.113
H2 17.22 14.33 17.36  0.104
H3 18.73 16.24 16.03  0.095
H4 16.90 17.78 14.72  0.095
H5 14.48 16.90 15.44  0.103
N2 10.92 11.27 11.24  0.035
C5 11.34 12.59 11.12  -0.147
C6 11.08 13.00 9.82  -0.084
C7 10.46 11.89 9.12  -0.087
C8 10.34 10.91 10.07  -0.168
H6 11.05 10.77 12.10  0.117
H7 11.81 13.06 11.97  0.081
H8 11.43 13.91 9.40  0.061
H9 10.17 11.74 8.11  0.079
H10 9.98 9.91 9.91  0.102
N3 9.32 19.04 16.21  0.006
C9 8.91 19.64 15.09  -0.155
C10 9.92 19.48 14.14  -0.132
C11 11.06 18.99 14.80  -0.103
C12 10.62 18.69 16.11  -0.151
H11 8.86 19.03 17.12  0.136
H12 7.88 20.07 15.05  0.126
H13 9.85 20.04 13.18  0.099
H14 12.06 18.80 14.30  0.093
H15 11.15 18.24 16.92  0.090
N4 15.41 13.73 12.83  0.033
C13 15.23 13.51 11.47  -0.148
C14 16.44 13.76 10.87  -0.145
C15 17.39 14.11 11.83  -0.088
C16 16.69 14.10 13.05  -0.127
H16 14.63 13.59 13.53  0.144
H17 14.28 13.15 11.15  0.095
H18 16.51 13.65 9.77  0.106
H19 18.36 14.50 11.73  0.072
H20 16.93 14.33 14.05  0.076
N5 14.94 17.77 18.79  0.033
C17 13.66 18.34 19.02  -0.133
C18 13.08 17.70 20.08  -0.118
C19 13.98 16.66 20.48  -0.124
C20 15.09 16.74 19.70  -0.156
H21 15.55 17.87 17.98  0.125
H22 13.28 19.02 18.28  0.095
H23 12.10 17.93 20.55  0.103
H24 13.78 15.94 21.22  0.074
H25 15.88 16.05 19.59  0.090
N6 12.71 13.08 15.66  0.047
C21 12.66 13.39 16.95  -0.150
C22 12.24 14.69 17.09  -0.077
C23 12.09 15.25 15.78  -0.075
C24 12.40 14.20 14.98  -0.169
H26 12.73 12.14 15.29  0.115
H27 12.88 12.53 17.52  0.092
H28 12.23 15.30 18.02  0.098
H29 11.63 16.18 15.43  0.080
H30 12.27 14.03 13.93  0.085
Br1 6.24 11.31 17.75  0.654
C25 7.53 10.06 16.95  -0.653
C26 8.81 10.83 16.91  -0.625
Br2 10.20 9.71 15.91  0.552
H31 7.05 9.86 15.99  0.053
H32 7.51 9.12 17.49  0.063
H33 9.26 10.99 17.86  0.021
H34 8.71 11.68 16.28  0.013
O1 13.25 11.63 13.13  0.092
C27 13.54 10.53 12.85  -0.505
O2 12.69 9.51 12.90  0.002
C28 13.22 8.35 12.31  -0.152
C29 14.60 8.73 11.79  -0.133
C30 14.93 10.11 12.39  -0.029
H35 12.50 8.07 11.48  0.145
H36 13.29 7.55 13.08  0.135
H37 14.53 8.88 10.69  0.122
H38 15.29 7.90 11.97  0.115
H39 15.37 10.79 11.66  0.115
H40 15.60 10.07 13.19  0.099
O3 14.55 13.33 19.98  0.141
C31 13.86 12.37 20.03  -0.485
O4 14.25 11.21 19.44  -0.001
C32 13.26 10.22 19.46  -0.180
C33 11.95 10.91 19.79  -0.129
C34 12.47 12.10 20.60  -0.051
H41 13.52 9.48 20.21  0.127
H42 13.25 9.73 18.51  0.116
H43 11.41 10.22 20.43  0.111
H44 11.29 11.17 18.91  0.108
H45 12.51 11.83 21.65  0.133
H46 11.95 13.01 20.63  0.090
O5 7.65 17.20 17.94  0.085
C35 8.03 16.22 18.54  -0.470
O6 9.29 16.26 19.04  0.007
C36 9.57 15.04 19.78  -0.106
C37 8.42 14.04 19.41  -0.144
C38 7.36 14.91 18.85  -0.112
H47 9.58 15.40 20.83  0.134
H48 10.52 14.74 19.46  0.068
H49 8.06 13.58 20.32  0.112
H50 8.65 13.33 18.63  0.081
H51 6.53 15.15 19.55  0.147
H52 6.91 14.55 17.92  0.099
O7 12.43 15.93 10.28  0.134
C39 13.22 16.63 10.79  -0.453
O8 13.16 17.03 12.14  -0.014
C40 14.44 17.58 12.51  -0.158
C41 15.05 18.02 11.19  -0.148
C42 14.58 16.99 10.20  -0.062
H53 14.94 16.82 13.11  0.090
H54 14.23 18.40 13.22  0.122
H55 16.09 18.15 11.36  0.103
H56 14.71 18.98 10.91  0.105
H57 15.13 16.05 10.21  0.109
H58 14.58 17.33 9.17  0.127
O9 14.39 10.43 15.95  0.105
C43 15.51 10.56 16.35  -0.517
O10 16.42 9.63 16.29  0.044
C44 17.74 10.12 16.68  -0.141
C45 17.69 11.59 16.45  -0.147
C46 16.20 11.86 16.81  -0.063
H59 18.55 9.61 16.15  0.133
H60 17.77 9.88 17.74  0.127
H61 17.95 11.75 15.36  0.138
H62 18.45 12.11 17.02  0.110
H63 15.70 12.72 16.28  0.112
H64 16.00 12.11 17.85  0.106
O11 7.94 13.88 15.82  0.052
C47 8.29 14.41 14.77  -0.471
O12 8.02 13.74 13.63  0.021
C48 8.52 14.51 12.46  -0.096
C49 9.47 15.52 13.10  -0.130
C50 8.87 15.76 14.52  -0.053
H65 7.63 14.94 12.03  0.116
H66 9.02 13.83 11.73  0.116
H67 9.62 16.38 12.48  0.105
H68 10.47 15.08 13.16  0.091
H69 7.99 16.50 14.43  0.167
H70 9.50 16.10 15.33  0.091

Computed, not measured: a 3-piece molecular cluster, C5H9N overall in a non-equilibrium geometry, with ωB97M-V/def2-TZVPD.

E_LUMO (hartree): 0.014
Relative energy (zero: lowest compared OMol25 entry of this formula, charge and spin) (kcal/mol): 68.71
Orbital gap (eV): 9.37
Energy (Ha): -250.55745
2S+1: 1

Last column: natural (NBO) charge in e.
Geometry (Å):
C1 0.87 -1.05 0.32  -0.671
C2 0.01 0.16 0.10  0.159
C3 0.18 1.28 1.09  -0.657
C4 -0.50 0.45 -1.15  -0.453
C5 -0.41 -0.46 -2.24  0.261
N1 -0.31 -1.22 -3.13  -0.335
H1 0.61 -1.87 -0.34  0.244
H2 0.88 -1.41 1.34  0.226
H3 1.88 -0.74 0.06  0.243
H4 -1.49 -0.67 1.17  -0.059
H5 1.16 1.70 0.89  0.241
H6 0.18 0.93 2.12  0.225
H7 -0.55 2.08 0.98  0.228
H8 -0.94 1.43 -1.34  0.241
H9 -1.52 -0.39 0.31  0.107

Computed, not measured: a 7-piece molecular cluster, C16H44NO18S5 overall in a non-equilibrium geometry, with ωB97M-V/def2-TZVPD.

E_LUMO (hartree): 0.056
Orbital gap (eV): 3.02
Energy (Ha): -4035.90943
Net charge: -1
2S+1: 1

Last column: Löwdin charge in e.
Geometry (Å):
N1 0.16 0.61 0.32  0.272
H1 0.33 1.49 0.84  0.055
H2 0.86 0.44 -0.39  0.085
H3 -0.75 0.71 -0.12  0.046
H4 0.12 -0.11 1.02  0.062
C1 -0.53 3.50 1.77  -1.024
O1 -0.67 4.76 1.84  -0.157
O2 0.64 3.17 1.31  -0.189
O3 -1.31 2.62 2.24  -0.166
O4 3.49 3.80 0.41  -0.256
S1 3.85 2.43 0.71  0.655
O5 3.25 1.32 -0.01  -0.299
O6 5.49 2.32 0.76  -0.282
C2 6.16 1.09 0.97  -0.298
C3 7.36 1.40 1.85  -0.091
C4 3.61 2.14 2.49  -0.113
H5 6.61 0.69 0.06  0.116
H6 5.63 0.26 1.44  0.117
H7 7.13 1.94 2.77  0.072
H8 8.09 1.99 1.30  0.075
H9 7.86 0.50 2.21  0.072
H10 4.52 2.19 3.08  0.049
H11 3.13 1.18 2.68  0.061
H12 2.94 2.87 2.95  0.070
O7 0.32 -1.54 -1.80  -0.276
S2 0.08 -2.36 -2.98  0.652
O8 0.46 -1.86 -4.28  -0.272
O9 0.74 -3.86 -2.85  -0.266
C5 0.40 -4.57 -1.67  -0.288
C6 1.22 -5.90 -1.78  -0.047
C7 -1.68 -2.79 -3.05  -0.108
H13 -0.64 -4.85 -1.56  0.100
H14 0.74 -3.96 -0.83  0.116
H15 1.03 -6.59 -0.96  0.061
H16 2.24 -5.52 -1.76  0.078
H17 1.02 -6.31 -2.77  0.077
H18 -1.83 -3.49 -3.87  0.071
H19 -2.22 -1.87 -3.27  0.075
H20 -2.05 -3.17 -2.10  0.056
O10 0.02 2.16 -2.39  -0.295
S3 0.16 3.59 -2.23  0.662
O11 1.01 4.30 -1.28  -0.262
O12 0.57 4.11 -3.71  -0.278
C8 1.11 5.38 -3.90  -0.305
C9 2.65 5.37 -3.80  -0.070
C10 -1.52 4.34 -2.21  -0.076
H21 0.73 6.16 -3.24  0.116
H22 0.97 5.67 -4.94  0.112
H23 3.01 6.36 -4.11  0.070
H24 3.07 4.64 -4.49  0.074
H25 2.92 5.12 -2.77  0.069
H26 -2.10 3.71 -2.88  0.052
H27 -1.36 5.33 -2.61  0.053
H28 -1.82 4.32 -1.16  0.059
O13 -2.49 0.58 -0.33  -0.309
S4 -3.68 1.42 -0.53  0.686
O14 -3.90 2.17 -1.75  -0.301
O15 -5.07 0.63 -0.26  -0.265
C11 -5.15 -0.20 0.91  -0.285
C12 -5.59 -1.62 0.64  -0.078
C13 -3.85 2.71 0.83  -0.077
H29 -5.77 0.24 1.69  0.127
H30 -4.14 -0.31 1.31  0.098
H31 -6.67 -1.73 0.56  0.072
H32 -5.41 -2.18 1.56  0.066
H33 -5.01 -2.10 -0.14  0.081
H34 -4.89 3.04 0.93  0.060
H35 -3.15 3.53 0.67  0.052
H36 -3.75 2.18 1.78  0.049
O16 -0.48 -1.61 1.86  -0.270
S5 -1.35 -2.62 2.42  0.696
O17 -2.76 -2.60 2.19  -0.275
O18 -0.66 -4.13 2.06  -0.256
C14 -1.33 -5.25 2.54  -0.355
C15 -1.23 -6.36 1.55  -0.061
C16 -1.07 -2.65 4.27  -0.077
H37 -2.38 -5.09 2.79  0.118
H38 -0.86 -5.42 3.51  0.119
H39 -0.18 -6.61 1.38  0.076
H40 -1.70 -6.06 0.61  0.083
H41 -1.65 -7.26 1.99  0.084
H42 -1.37 -1.70 4.71  0.076
H43 0.00 -2.83 4.31  0.067
H44 -1.72 -3.42 4.68  0.055

Computed, not measured: C10H18Cu6NO4 as an isolated structure in a non-equilibrium geometry, with ωB97M-V/def2-TZVPD.

E_LUMO (hartree): -0.405
Relative energy (zero: lowest compared OMol25 entry of this formula, charge and spin) (kcal/mol): 0.00
Orbital gap (eV): 2.04
Energy (Ha): -10588.76042
Net charge: +3
2S+1: 1

Last column: natural (NBO) charge in e.
Geometry (Å):
Cu1 -5.52 19.81 -14.08  0.726
Cu2 -6.92 21.99 -18.47  0.951
Cu3 -6.19 26.25 -14.23  0.741
Cu4 -10.95 26.17 -16.07  0.930
Cu5 -9.72 21.06 -12.74  0.756
Cu6 -9.34 25.29 -11.63  0.471
C1 -5.68 15.61 -10.98  -0.621
C2 -5.24 16.22 -12.28  0.096
C3 -4.40 15.15 -13.07  -0.431
C4 -5.28 14.24 -13.83  -0.435
C5 -6.32 14.86 -14.75  -0.414
C6 -7.23 15.87 -13.99  0.108
N1 -6.42 16.73 -13.06  0.052
O1 -7.25 17.80 -12.39  -0.444
C7 -8.18 14.95 -13.13  -0.622
C8 -7.94 16.77 -15.10  -0.619
C9 -4.32 17.44 -12.12  -0.635
H1 -4.84 15.56 -10.28  0.247
H2 -6.18 14.65 -11.09  0.232
H3 -6.41 16.28 -10.53  0.232
H4 -3.86 14.51 -12.38  0.251
H5 -3.54 15.43 -13.68  0.231
H6 -5.69 13.44 -13.23  0.223
H7 -4.64 13.59 -14.43  0.249
H8 -6.89 14.09 -15.25  0.251
H9 -5.88 15.39 -15.60  0.205
H10 -9.00 14.64 -13.78  0.247
H11 -8.77 15.54 -12.43  0.226
H12 -7.68 14.22 -12.50  0.236
H13 -7.28 17.36 -15.73  0.199
H14 -8.49 17.60 -14.66  0.220
H15 -8.59 16.21 -15.77  0.249
H16 -3.51 17.07 -11.49  0.256
H17 -4.72 18.31 -11.59  0.225
H18 -3.81 17.71 -13.04  0.202
C10 -8.52 23.19 -15.51  0.869
O2 -9.38 23.62 -14.75  -0.923
O3 -8.36 22.02 -15.57  -0.852
O4 -7.86 24.00 -16.10  -0.887

Computed, not measured: C28H36Cl2IN5NaO5 as an isolated structure, with ωB97M-V/def2-TZVPD.

E_LUMO (hartree): 0.077
Relative energy (zero: lowest compared OMol25 entry of this formula, charge and spin) (kcal/mol): 0.00
Orbital gap (eV): 6.74
Energy (Ha): -3119.08921
Net charge: -1
2S+1: 1

Last column: Löwdin charge in e.
Geometry (Å):
Na1 -0.50 0.19 0.24  0.146
C1 -1.57 4.19 -1.47  -0.027
C2 -0.46 3.60 -2.27  -0.260
N1 -0.25 4.04 -3.49  0.100
C3 0.73 3.46 -4.22  -0.138
C4 1.52 2.44 -3.77  -0.218
C5 2.56 1.88 -4.70  -0.222
O1 3.90 2.18 -4.27  -0.073
C6 1.32 1.94 -2.45  -0.116
C7 2.13 0.83 -2.00  -0.076
N2 1.93 0.10 -0.96  0.082
C8 2.95 -0.84 -0.68  -0.337
C9 4.29 -0.46 -0.67  -0.031
C10 5.30 -1.36 -0.38  -0.094
C11 4.98 -2.68 -0.08  -0.109
C12 3.65 -3.08 -0.08  -0.168
C13 2.65 -2.16 -0.37  -0.618
I1 0.67 -2.80 -0.30  1.117
C14 0.31 2.54 -1.65  -0.322
O2 0.06 2.21 -0.45  -0.077
H1 -2.02 5.02 -2.02  0.072
H2 -1.22 4.52 -0.49  0.080
H3 -2.33 3.42 -1.27  0.070
H4 0.86 3.85 -5.23  0.097
H5 2.39 2.28 -5.70  0.109
H6 2.51 0.79 -4.76  0.116
H7 3.88 3.07 -3.91  0.086
H8 2.99 0.60 -2.64  0.117
H9 4.54 0.58 -0.88  0.115
H10 6.33 -1.03 -0.38  0.098
H11 5.76 -3.39 0.15  0.095
H12 3.39 -4.10 0.15  0.084
N3 2.05 1.81 2.00  0.020
C15 0.75 2.07 2.62  -0.258
C16 0.25 0.86 3.38  -0.236
N4 0.32 -0.35 2.55  -0.075
C17 -0.14 -1.53 3.28  -0.243
C18 -1.65 -1.70 3.26  -0.279
N5 -2.13 -2.25 2.00  0.012
H13 1.93 1.71 0.99  0.035
H14 2.68 2.59 2.14  0.057
H15 0.83 2.91 3.32  0.108
H16 0.01 2.35 1.87  0.084
H17 0.84 0.72 4.30  0.110
H18 -0.79 1.02 3.67  0.103
H19 1.30 -0.47 2.31  0.096
H20 0.30 -2.42 2.81  0.074
H21 0.21 -1.50 4.33  0.106
H22 -1.91 -2.41 4.06  0.104
H23 -2.12 -0.74 3.52  0.095
H24 -3.07 -2.59 2.10  0.062
H25 -2.17 -1.54 1.27  0.015
C19 -5.58 -1.62 -4.33  -0.095
O3 -6.05 -0.49 -3.62  -0.085
C20 -5.30 -0.06 -2.57  -0.289
C21 -5.77 1.11 -1.94  -0.036
C22 -5.07 1.59 -0.86  -0.054
C23 -3.91 0.98 -0.35  -0.100
C24 -3.30 1.52 0.85  -0.380
C25 -3.89 2.79 1.46  -0.019
O4 -2.34 1.03 1.44  0.017
C26 -3.39 -0.19 -1.02  -0.346
O5 -2.32 -0.80 -0.71  -0.132
C27 -4.17 -0.70 -2.12  0.035
H26 -6.29 -1.79 -5.14  0.087
H27 -5.54 -2.50 -3.69  0.093
H28 -4.59 -1.43 -4.75  0.087
H29 -6.65 1.60 -2.32  0.103
H30 -5.44 2.48 -0.38  0.098
H31 -4.92 2.64 1.78  0.079
H32 -3.87 3.61 0.75  0.074
H33 -3.28 3.05 2.33  0.078
H34 -3.81 -1.61 -2.57  0.087
Cl1 -0.86 -0.09 -4.07  0.601
C28 -1.23 -1.76 -3.65  -1.028
Cl2 0.03 -2.88 -4.21  0.471
H35 -2.15 -2.03 -4.15  0.004
H36 -1.33 -1.82 -2.57  -0.036